[1]
An isolated molecule of C5H4BrF2N, computed with the ωB97M-V functional and the def2-TZVPD basis.

HOMO-LUMO gap (alpha / beta) ... 0.25990 / 0.25424 hartree
Calculated total energy ... -3021.1507 a.u.
Strongest force on any atom ... 2.1 eV Å⁻¹
Charge ... 0
LUMO energy (alpha / beta) ... -1.60 / -1.70 eV
E_HOMO (alpha / beta) ... -8.7 / -8.6 eV
ΔE to the lowest compared entry with this formula, charge and spin ... 636.8 kJ/mol

Last column: natural (NBO) charge in e.
CARTESIAN COORDINATES (ANGSTROEM)
C1 1.59320 -0.56490 1.09414  -0.13
C2 2.57500 0.21664 0.55673  -0.09
C3 0.93110 1.96825 -0.60561  0.41
C4 -0.39912 -0.13492 -0.07824  -0.26
C5 -0.39334 1.42458 -0.27889  -0.01
N1 0.31259 -0.59183 1.05676  -0.39
F1 1.24371 3.01950 0.12934  -0.32
F2 -1.07349 2.04959 0.74561  -0.35
Br1 4.22009 -0.10562 -0.09095  0.24
H1 2.00857 -1.08393 1.97252  0.24
H2 -1.44292 -0.42816 0.05925  0.22
H3 -0.01592 -0.54466 -1.02113  0.21
H4 -0.99592 1.58756 -1.18970  0.22

=====

[2]
A structure of composition C5H4BrF8OPt, computed with the ωB97M-V functional and the def2-TZVPD basis.

HOMO-LUMO gap (alpha / beta) ... 0.24865 / 0.18312 hartree
Calculated total energy ... -3759.9199 a.u.
Strongest force on any atom ... 5.9 eV Å⁻¹
Charge ... +1
2S+1 ... 3
LUMO energy (alpha / beta) ... -7.94 / -9.69 eV
E_HOMO (alpha / beta) ... -14.7 / -14.7 eV
ΔE to the lowest compared entry with this formula, charge and spin ... 198.5 kJ/mol

Last column: Löwdin spin population.
CARTESIAN COORDINATES (ANGSTROEM)
Pt1 12.56999 23.29518 11.13836  1.27
Br1 10.59687 22.57430 12.81005  0.73
C1 13.64198 21.10651 14.55785  0.00
C2 13.64180 20.32720 13.21267  0.00
C3 14.90570 19.45601 13.05556  0.00
F1 15.04322 18.99818 11.79909  0.00
F2 16.04957 19.94668 13.44351  0.00
F3 12.56408 19.45105 13.36004  0.00
F4 13.44248 21.19633 12.28411  -0.01
O1 13.38759 20.13656 15.60023  0.00
C4 14.37786 19.84067 16.57707  0.00
C5 13.82547 18.76205 17.51580  0.00
F5 13.32676 17.74088 16.82220  0.00
F6 14.59134 18.29171 18.49395  0.00
F7 15.42658 19.34928 15.93155  0.00
F8 14.81057 21.02955 17.13999  0.00
H1 12.78256 21.77697 14.55831  0.01
H2 14.57302 21.67328 14.55164  0.00
H3 14.85395 18.53837 13.64151  0.00
H4 12.89276 19.07776 17.98322  0.00

=====

[3]
An isolated molecule of C5H4ClF, computed with the ωB97M-V functional and the def2-TZVPD basis.

HOMO-LUMO gap ... 0.33737 hartree
Calculated total energy ... -752.8249 a.u.
Strongest force on any atom ... 9.4 eV Å⁻¹
Charge ... 0
SMILES ... C#C/C=C\[C@H](F)Cl
LUMO energy ... 0.04 eV
E_HOMO ... -9.1 eV
ΔE to the lowest compared entry with this formula, charge and spin ... 318.4 kJ/mol

Last column: natural (NBO) charge in e.
CARTESIAN COORDINATES (ANGSTROEM)
C1 -1.56917 -0.35960 0.44844  0.24
C2 -0.76873 0.82828 0.05582  -0.23
C3 0.58885 0.74604 -0.12679  -0.26
C4 1.45521 -0.29777 -0.09496  -0.09
C5 2.56497 -0.85085 -0.43329  -0.18
H1 -1.59388 -0.33642 1.49880  0.19
H2 -1.09387 1.87210 -0.00608  0.24
H3 1.15347 1.75708 -0.12989  0.24
H4 3.47005 -1.52482 -0.94767  0.29
F1 -0.98486 -1.49217 0.19639  -0.31
Cl1 -3.22203 -0.34187 -0.46077  -0.12

=====

[4]
A structure of composition C5H4CsLiO7, computed with the ωB97M-V functional and the def2-TZVPD basis.

HOMO-LUMO gap ... 0.21792 hartree
Calculated total energy ... -747.3288 a.u.
Strongest force on any atom ... 6.0 eV Å⁻¹
Charge ... 0
LUMO energy ... -0.54 eV
E_HOMO ... -6.5 eV
ΔE to the lowest compared entry with this formula, charge and spin ... 59.4 kJ/mol

Last column: natural (NBO) charge in e.
CARTESIAN COORDINATES (ANGSTROEM)
O1 -0.13087 -2.22542 -1.40757  -0.88
C1 -0.82321 -2.07287 -0.36970  0.60
O2 -0.70152 -2.74921 0.67736  -0.76
O3 0.03153 0.45222 2.15866  -0.59
O4 1.94123 0.60950 1.02285  -0.49
C2 2.35611 1.65746 0.14004  -0.10
C3 1.03232 2.22844 -0.37740  -0.09
O5 0.07159 1.26722 0.07637  -0.50
C4 0.60317 0.52218 1.07079  0.99
H1 2.94587 2.38106 0.71349  0.20
H2 2.96564 1.21519 -0.65643  0.19
H3 0.97631 2.26536 -1.47057  0.19
H4 0.78703 3.21528 0.02866  0.19
Li1 -0.93636 -1.24034 -2.80928  0.95
Cs1 -2.62332 -2.34250 3.58039  0.99
O6 -2.68661 -1.40328 -1.87270  -0.85
O7 -3.28827 -1.93343 0.22650  -0.76
C5 -2.52064 -1.84686 -0.73147  0.71